(1)
{"formula": "C25H39F16N5O5", "method": "ωB97M-V with the def2-TZVPD basis set", "species": ["C", "C", "C", "C", "O", "C", "C", "O", "C", "N", "C", "C", "C", "C", "N", "C", "N", "N", "N", "C", "C", "C", "O", "H", "H", "H", "H", "H", "H", "H", "H", "H", "H", "H", "H", "H", "H", "H", "H", "H", "H", "H", "H", "H", "H", "H", "H", "H", "H", "H", "H", "H", "H", "H", "C", "C", "C", "F", "F", "F", "F", "O", "C", "C", "F", "F", "F", "F", "H", "H", "H", "H", "C", "C", "C", "F", "F", "F", "F", "O", "C", "C", "F", "F", "F", "F", "H", "H", "H", "H"], "coordinates": [[-0.817, -4.021, 0.170], [-0.514, -3.023, 1.008], [0.637, -2.966, 1.970], [0.755, -4.176, 2.923], [0.477, -5.442, 2.360], [1.426, -5.898, 1.450], [2.731, -6.386, 2.110], [2.510, -6.848, 3.408], [3.457, -6.389, 4.317], [1.962, -2.778, 1.339], [2.035, -2.553, -0.083], [3.533, -2.360, -0.444], [3.880, -0.911, -0.805], [3.622, -0.718, -2.308], [4.672, 0.061, -2.962], [4.751, -0.135, -4.352], [3.820, -0.082, -5.178], [6.035, -0.393, -4.832], [0.371, -1.797, 2.880], [0.447, -0.475, 2.248], [1.282, -1.769, 3.991], [2.708, -1.271, 3.918], [0.896, -2.103, 5.021], [-0.871, -3.873, -0.897], [-0.996, -5.015, 0.550], [-1.193, -2.185, 1.015], [0.025, -4.033, 3.703], [1.739, -4.236, 3.392], [0.986, -6.776, 0.987], [1.630, -5.216, 0.630], [3.379, -5.503, 2.188], [3.261, -7.084, 1.466], [3.181, -6.638, 5.331], [4.447, -6.814, 4.155], [3.547, -5.302, 4.290], [2.616, -3.484, 1.629], [1.717, -3.428, -0.653], [1.473, -1.695, -0.431], [4.138, -2.734, 0.376], [3.750, -2.978, -1.307], [3.219, -0.249, -0.263], [4.927, -0.719, -0.608], [3.453, -1.639, -2.844], [2.687, -0.150, -2.393], [4.663, 1.032, -2.696], [2.955, 0.111, -4.676], [5.979, -0.282, -5.835], [6.624, 0.370, -4.518], [-0.258, -0.312, 1.448], [1.433, -0.175, 1.893], [0.185, 0.236, 3.023], [3.346, -2.095, 4.216], [2.891, -0.476, 4.622], [3.003, -0.987, 2.920], [-5.370, 0.829, 0.780], [-3.954, 0.387, 1.192], [-3.653, 0.533, 2.684], [-3.710, 1.830, 3.051], [-2.411, 0.079, 2.990], [-3.023, 1.034, 0.456], [-3.848, -0.935, 0.873], [-5.550, 2.135, 0.256], [-5.734, 3.134, 1.190], [-4.688, 4.242, 1.093], [-3.445, 3.758, 1.299], [-4.919, 5.176, 2.045], [-5.797, 2.600, 2.424], [-6.939, 3.689, 0.941], [-5.657, 0.170, -0.038], [-6.089, 0.632, 1.574], [-4.360, -0.041, 3.289], [-4.721, 4.721, 0.114], [-3.551, 5.245, -4.000], [-3.705, 5.802, -2.577], [-3.785, 7.323, -2.463], [-2.651, 7.906, -2.898], [-3.946, 7.666, -1.160], [-2.720, 5.318, -1.792], [-4.880, 5.312, -2.083], [-2.242, 4.906, -4.406], [-1.459, 5.907, -4.946], [-0.198, 6.131, -4.114], [-0.519, 6.510, -2.859], [0.546, 7.117, -4.664], [-2.165, 7.043, -5.104], [-1.095, 5.500, -6.172], [-4.092, 4.300, -4.009], [-4.051, 5.870, -4.738], [-4.634, 7.716, -3.030], [0.399, 5.218, -4.064]], "mulliken_charge": [-0.937, -1.065, 1.280, -1.283, -0.470, -0.038, -0.716, -0.347, -0.613, 0.187, -0.664, -1.041, -0.700, -1.021, -0.280, 0.391, -0.672, -0.556, 0.227, -1.206, 0.475, -0.971, -0.539, 0.257, 0.379, 0.390, 0.465, 0.501, 0.446, -0.042, 0.288, 0.454, 0.257, 0.321, 0.169, 0.381, 0.100, 0.551, 0.414, 0.563, 0.336, 0.435, 0.547, 0.314, 0.239, 0.281, 0.321, 0.252, 0.272, 0.263, 0.578, 0.287, 0.331, 0.192, -0.994, 1.206, -0.018, -0.219, -0.164, -0.304, -0.357, -0.376, 0.759, 0.794, -0.209, -0.284, -0.295, -0.306, 0.431, 0.349, 0.286, -0.293, -0.857, 1.071, 0.060, -0.222, -0.261, -0.278, -0.370, -0.404, 0.778, 0.199, -0.214, -0.263, -0.276, -0.303, 0.452, 0.350, 0.301, 0.253], "charge": 0, "homo_energy_ev": -8.19, "multiplicity": 1, "relative_energy_ev": 2.1294, "smiles": "[H]/N=C(/N)NCCCCN[C@@](C=C)(COCCOC)N(C)C(C)=O.FC(F)C(F)(F)COC(F)(F)C(F)F.FC(F)C(F)(F)COC(F)(F)C(F)F"}

(2)
{"formula": "C5H8N2", "method": "ωB97M-V with the def2-TZVPD basis set", "species": ["C", "C", "C", "N", "C", "C", "N", "H", "H", "H", "H", "H", "H", "H", "H"], "coordinates": [[1.819, -0.901, 0.736], [0.717, 0.021, 0.278], [0.384, 0.197, -1.158], [-0.470, -0.598, -0.288], [-1.769, -0.065, 0.094], [-1.952, 1.398, -0.095], [-2.056, 2.532, -0.301], [1.538, -1.453, 1.636], [2.719, -0.329, 0.965], [2.065, -1.627, -0.040], [0.538, 0.894, 0.909], [0.020, 1.174, -1.468], [0.928, -0.358, -1.918], [-2.538, -0.573, -0.497], [-1.943, -0.311, 1.147]], "mulliken_charge": [-1.358, 0.444, -0.637, -0.332, -0.391, 0.328, -0.421, 0.271, 0.351, 0.322, 0.377, 0.264, 0.226, 0.278, 0.277], "charge": 0, "homo_energy_ev": -9.85, "multiplicity": 1, "relative_energy_ev": 1.6330, "smiles": "C[C@H]1CN1CC#N"}

(3)
{"formula": "C35H43BF10NO31", "method": "ωB97M-V with the def2-TZVPD basis set", "species": ["C", "B", "O", "C", "C", "C", "C", "N", "H", "H", "H", "H", "H", "H", "H", "H", "H", "H", "H", "H", "H", "C", "C", "O", "C", "O", "O", "F", "H", "H", "H", "C", "C", "O", "C", "O", "O", "F", "H", "H", "H", "C", "C", "O", "C", "O", "O", "F", "H", "H", "H", "C", "C", "O", "C", "O", "O", "F", "H", "H", "H", "C", "C", "O", "C", "O", "O", "F", "H", "H", "H", "C", "C", "O", "C", "O", "O", "F", "H", "H", "H", "C", "C", "O", "C", "O", "O", "F", "H", "H", "H", "C", "C", "O", "C", "O", "O", "F", "H", "H", "H", "C", "C", "O", "C", "O", "O", "F", "H", "H", "H", "C", "C", "O", "C", "O", "O", "F", "H", "H", "H"], "coordinates": [[2.047, -4.866, 1.357], [0.574, -5.521, 1.373], [0.320, -6.617, 2.232], [-0.557, -4.869, 0.413], [-1.129, -5.664, -0.810], [-2.114, -4.527, -1.398], [-2.456, -3.600, -0.150], [-1.838, -4.372, 1.011], [2.749, -5.456, 0.722], [2.453, -4.692, 2.373], [1.981, -3.856, 0.879], [0.093, -6.334, 3.122], [-0.118, -3.927, 0.018], [-1.818, -6.458, -0.440], [-0.386, -5.997, -1.555], [-1.420, -3.986, -2.077], [-3.026, -4.867, -1.913], [-3.515, -3.485, 0.134], [-1.943, -2.627, -0.219], [-2.509, -5.138, 1.131], [-1.739, -3.876, 1.897], [-5.434, -0.427, -0.536], [-5.153, 0.985, -0.113], [-4.088, 0.825, 0.817], [-3.419, -0.284, 0.435], [-2.326, -0.577, 0.813], [-4.137, -1.030, -0.441], [-6.212, 1.530, 0.523], [-6.123, -0.937, 0.141], [-5.826, -0.492, -1.549], [-4.835, 1.644, -0.924], [2.837, -6.032, -2.793], [3.037, -4.630, -2.302], [2.436, -3.846, -3.318], [1.453, -4.621, -3.855], [0.572, -4.209, -4.533], [1.598, -5.925, -3.500], [4.350, -4.318, -2.228], [3.623, -6.353, -3.476], [2.764, -6.756, -1.981], [2.553, -4.416, -1.345], [-8.195, 3.978, 1.268], [-8.017, 5.390, 1.732], [-8.601, 6.144, 0.678], [-9.562, 5.347, 0.135], [-10.423, 5.737, -0.583], [-9.416, 4.057, 0.524], [-6.703, 5.718, 1.830], [-7.389, 3.652, 0.606], [-8.282, 3.272, 2.105], [-8.523, 5.622, 2.673], [-5.589, 2.530, 5.145], [-6.492, 2.372, 6.333], [-7.648, 3.093, 5.941], [-7.701, 3.015, 4.587], [-8.665, 3.276, 3.938], [-6.524, 2.599, 4.064], [-5.964, 2.955, 7.436], [-5.007, 3.451, 5.178], [-4.908, 1.690, 5.023], [-6.764, 1.339, 6.562], [7.640, -6.780, -5.268], [6.331, -6.099, -5.002], [5.842, -6.789, -3.860], [6.944, -7.216, -3.181], [6.929, -7.590, -2.057], [8.058, -7.148, -3.951], [5.460, -6.281, -6.028], [7.526, -7.678, -5.880], [8.366, -6.121, -5.742], [6.417, -5.034, -4.776], [-9.655, 9.013, 0.500], [-10.719, 10.068, 0.575], [-10.117, 11.061, 1.388], [-8.775, 10.959, 1.181], [-7.986, 11.788, 1.486], [-8.457, 9.787, 0.573], [-11.833, 9.607, 1.198], [-9.692, 8.322, 1.343], [-9.698, 8.440, -0.424], [-10.994, 10.502, -0.390], [11.662, -4.334, -3.324], [10.778, -4.519, -2.125], [9.626, -3.765, -2.471], [9.547, -3.795, -3.826], [8.576, -3.501, -4.446], [10.709, -4.212, -4.383], [11.334, -3.985, -1.012], [12.259, -3.423, -3.267], [12.327, -5.180, -3.488], [10.492, -5.555, -1.930], [11.737, 0.624, -3.640], [12.413, -0.046, -2.478], [13.776, -0.032, -2.856], [13.936, 1.060, -3.657], [14.982, 1.533, -3.940], [12.737, 1.541, -4.080], [12.008, -1.339, -2.345], [11.504, -0.076, -4.446], [10.826, 1.146, -3.352], [12.292, 0.475, -1.525], [-2.434, 6.381, 6.378], [-3.239, 7.445, 5.691], [-3.532, 6.853, 4.435], [-3.562, 5.514, 4.646], [-4.033, 4.726, 3.890], [-2.996, 5.184, 5.834], [-2.507, 8.565, 5.489], [-1.373, 6.433, 6.123], [-2.538, 6.408, 7.461], [-4.171, 7.705, 6.199], [0.292, 1.328, 0.405], [1.188, 1.543, -0.780], [2.379, 2.030, -0.187], [2.429, 1.490, 1.062], [3.398, 1.462, 1.741], [1.223, 0.978, 1.429], [0.690, 2.491, -1.611], [-0.242, 2.236, 0.693], [-0.432, 0.530, 0.245], [1.409, 0.637, -1.350]], "mulliken_charge": [-0.878, 0.367, -0.630, 0.064, -0.945, -0.558, -0.238, -0.123, 0.278, 0.364, 0.311, 0.326, 0.044, 0.360, 0.377, 0.254, 0.378, 0.461, -0.002, 0.380, 0.416, -0.476, 0.226, -0.258, 0.617, -0.558, -0.291, -0.258, 0.312, 0.328, 0.327, 0.016, 0.872, -0.335, 0.630, -0.530, -0.355, -0.253, 0.022, 0.338, -0.334, -0.179, 0.456, -0.310, 0.601, -0.517, -0.340, -0.313, 0.127, 0.174, 0.325, 0.318, 0.248, -0.351, 0.642, -0.585, -0.175, -0.291, -0.402, 0.327, 0.284, -0.466, 0.466, -0.299, 0.597, -0.527, -0.359, -0.323, 0.308, 0.267, 0.276, -0.150, 0.353, -0.313, 0.629, -0.506, -0.320, -0.285, 0.092, 0.216, 0.274, -0.318, 0.385, -0.308, 0.742, -0.580, -0.332, -0.278, 0.146, 0.312, 0.271, -0.340, 0.219, -0.298, 0.611, -0.478, -0.321, -0.199, 0.261, 0.294, 0.213, -0.421, 0.306, -0.281, 0.658, -0.548, -0.318, -0.283, 0.292, 0.269, 0.279, 0.116, 0.310, -0.305, 0.652, -0.494, -0.330, -0.279, 0.247, -0.181, 0.294], "charge": 1, "homo_energy_ev": -12.05, "multiplicity": 1}

(4)
{"formula": "C6H9N", "method": "ωB97M-V with the def2-TZVPD basis set", "species": ["C", "C", "C", "C", "N", "C", "C", "H", "H", "H", "H", "H", "H", "H", "H", "H"], "coordinates": [[-0.736, -0.296, 1.829], [-0.367, -0.129, 0.390], [-0.263, -0.893, -0.879], [-0.824, 0.309, -1.585], [-0.461, 1.136, -0.395], [1.399, 0.963, -0.347], [1.026, -0.444, -0.202], [-1.813, -0.285, 2.024], [-0.283, 0.518, 2.410], [-0.322, -1.241, 2.194], [-0.419, -1.955, -1.034], [-0.369, 0.681, -2.504], [-1.911, 0.204, -1.710], [1.329, 1.622, 0.506], [2.368, 1.171, -0.871], [1.740, -1.248, -0.020]], "mulliken_charge": [-1.258, 0.663, -0.493, -0.387, -0.578, -0.717, -0.067, 0.300, 0.302, 0.296, 0.417, 0.292, 0.256, 0.249, 0.281, 0.445], "charge": 0, "homo_energy_ev": -9.07, "multiplicity": 1, "relative_energy_ev": 4.8661}

(5)
{"formula": "CHCaHgO2", "method": "ωB97M-V with the def2-TZVPD basis set", "species": ["H", "O", "C", "O", "Hg", "Ca"], "coordinates": [[-0.672, -1.341, -0.333], [-0.073, -0.705, 0.198], [-1.094, 0.044, -0.024], [-1.382, 1.088, -0.408], [2.280, -0.860, -0.062], [0.942, 1.774, 0.629]], "mulliken_charge": [0.421, -0.187, 0.411, -0.361, 0.273, 1.444], "charge": 2, "homo_energy_ev": [-17.27, -18.47], "multiplicity": 2, "relative_energy_ev": 0.0738}

(6)
{"formula": "C24H51AsBrCoN5PS2Si3", "method": "ωB97M-V with the def2-TZVPD basis set", "species": ["Co", "C", "C", "C", "C", "C", "Br", "N", "C", "H", "H", "H", "H", "H", "H", "C", "Si", "C", "C", "As", "Si", "C", "C", "C", "Si", "C", "C", "C", "H", "H", "H", "H", "H", "H", "H", "H", "H", "H", "H", "H", "H", "H", "H", "H", "H", "H", "H", "H", "H", "H", "H", "H", "H", "H", "H", "S", "C", "N", "C", "C", "S", "H", "H", "H", "H", "H", "C", "N", "C", "N", "C", "N", "C", "P", "C", "C", "H", "H", "H", "H", "H", "H", "H", "H", "H", "H", "H", "H", "H"], "coordinates": [[0.407, 0.483, -0.915], [-0.272, 6.023, -1.337], [0.590, 4.799, -1.284], [1.968, 4.853, -1.499], [2.743, 3.698, -1.465], [2.069, 2.534, -1.205], [2.867, 0.803, -1.134], [0.765, 2.429, -0.992], [0.031, 3.550, -1.028], [0.319, 6.925, -1.188], [-1.054, 5.994, -0.580], [-0.753, 6.103, -2.313], [2.445, 5.805, -1.699], [3.810, 3.712, -1.643], [-1.031, 3.436, -0.863], [2.832, -2.043, 1.361], [1.288, -1.711, 2.336], [1.620, -1.540, 4.145], [-0.095, -2.921, 2.048], [0.489, 0.485, 1.579], [1.853, 2.327, 2.622], [0.912, 3.898, 2.358], [3.574, 2.282, 1.929], [1.894, 1.855, 4.414], [-1.826, 0.727, 2.351], [-1.765, 0.686, 4.201], [-2.774, -0.748, 1.717], [-2.451, 2.347, 1.693], [3.123, -3.090, 1.468], [3.662, -1.435, 1.723], [2.701, -1.828, 0.300], [1.798, -2.564, 4.495], [0.775, -1.154, 4.716], [2.511, -0.964, 4.379], [0.320, -3.927, 1.936], [-0.731, -2.708, 1.191], [-0.732, -2.943, 2.934], [0.431, 3.988, 1.387], [1.607, 4.736, 2.464], [0.149, 4.014, 3.130], [3.726, 2.944, 1.078], [3.920, 1.280, 1.674], [4.226, 2.644, 2.731], [0.959, 1.505, 4.846], [2.162, 2.779, 4.938], [2.678, 1.131, 4.631], [-1.586, -0.316, 4.590], [-2.758, 0.991, 4.548], [-1.057, 1.380, 4.650], [-2.637, -1.597, 2.385], [-2.492, -1.063, 0.713], [-3.840, -0.503, 1.728], [-2.002, 3.189, 2.221], [-3.530, 2.404, 1.861], [-2.260, 2.467, 0.626], [-1.600, 0.913, -1.825], [-3.076, 0.043, -1.513], [-4.130, 0.680, -1.092], [-5.423, -0.027, -1.087], [-5.117, -1.516, -1.315], [-3.385, -1.600, -1.901], [-4.091, 1.679, -0.920], [-6.050, 0.393, -1.875], [-5.914, 0.135, -0.129], [-5.754, -1.949, -2.083], [-5.198, -2.109, -0.407], [-0.441, -4.209, -3.677], [0.152, -2.973, -4.380], [1.663, -3.211, -4.563], [2.263, -3.479, -3.306], [1.666, -4.657, -2.680], [0.235, -4.450, -2.452], [-0.043, -3.479, -1.408], [0.608, -1.798, -1.883], [-0.125, -1.724, -3.599], [2.325, -2.328, -2.425], [-0.307, -5.044, -4.365], [-1.504, -4.020, -3.527], [-0.275, -2.883, -5.307], [2.078, -2.320, -5.035], [1.760, -4.063, -5.235], [2.164, -4.865, -1.735], [1.803, -5.517, -3.336], [0.437, -3.797, -0.483], [-1.117, -3.421, -1.221], [0.278, -0.872, -4.149], [-1.206, -1.601, -3.539], [2.934, -2.581, -1.557], [2.811, -1.500, -2.945]], "mulliken_charge": [-0.417, -1.538, 0.790, -0.514, -0.751, 0.585, 0.026, 0.389, -0.906, 0.433, 0.385, 0.347, 0.519, 0.613, 0.368, -0.183, 0.232, -1.026, -0.812, 0.399, 0.345, -0.703, -1.008, -1.119, -0.212, -0.956, -0.334, -0.358, 0.467, 0.498, -0.750, 0.428, 0.325, 0.334, 0.553, -0.113, 0.483, -0.023, 0.459, 0.423, 0.293, 0.260, 0.510, 0.277, 0.435, 0.381, 0.341, 0.411, 0.274, 0.475, -0.387, 0.343, 0.378, 0.485, -0.393, -0.395, -0.042, 0.109, -0.714, -0.495, 0.025, 0.349, 0.407, 0.337, 0.532, 0.346, -0.777, 0.046, -0.793, 0.213, -0.986, 0.209, -1.005, 1.802, -1.085, -1.340, 0.398, 0.401, 0.377, 0.384, 0.389, 0.364, 0.323, 0.331, 0.496, 0.429, 0.542, 0.390, 0.670], "charge": 4, "homo_energy_ev": [-19.46, -19.46], "multiplicity": 1}

| no. | M (u) | calculated total energy (hartree) | maximum force (eV/A) |
| --- | --- | --- | --- |
| 1 | 793.585 | -3223.63937 | 5.86 |
| 2 | 96.133 | -304.77548 | 1.17 |
| 3 | 1174.497 | -4770.10444 | 2.18 |
| 4 | 95.145 | -288.60322 | 1.49 |
| 5 | 285.685 | -1019.44623 | 5.42 |
| 6 | 802.832 | -9416.34727 | 0.50 |